Entry 1:
Molecular formula: C3H6N4O
Method: DFT, wB97M-V/def2-TZVPD

Each line ends with the Löwdin charge.
Geometry (Å):
H -0.45 2.47 -0.39  0.060
N -1.35 2.06 -0.06  0.118
C -1.20 0.81 -0.09  -0.383
C -2.37 -0.22 -0.06  -0.035
N -1.85 -1.42 -0.12  0.013
N -0.45 -1.46 -0.33  0.018
N -0.10 -0.10 -0.10  -0.113
O 1.17 0.28 -0.65  -0.118
C 2.28 -0.06 0.19  -0.082
H -3.45 0.08 0.12  0.132
H -0.05 -1.91 0.50  0.133
H 3.11 0.31 -0.36  0.071
H 2.50 -1.20 0.18  0.112
H 2.24 0.36 1.16  0.073

Output
Relative energy (zero: lowest compared OMol25 entry of this formula, charge and spin) in kcal per mole: 125.1
E_tot in hartree: -412.00954
Kohn-Sham gap in eV: 9.52
Structure (SMILES): [H]/N=c1/cn[nH]n1OC

Entry 2:
Molecular formula: C3H6N4O
Method: DFT, wB97M-V/def2-TZVPD

Each line ends with the Löwdin charge.
Geometry (Å):
C 2.59 -0.21 -0.01  -0.379
C 0.06 -0.76 -0.15  -0.141
C -1.37 1.32 0.23  0.035
N 2.12 0.89 -0.26  0.085
N 0.91 1.37 0.08  -0.097
N -0.07 0.57 -0.11  -0.199
N -1.06 -1.58 -0.36  0.081
O 3.30 -1.11 0.18  0.158
H 1.05 -1.15 -0.40  0.096
H -1.70 0.93 1.14  0.054
H -0.85 2.30 0.42  0.096
H -2.17 1.23 -0.53  0.098
H -1.99 -1.33 -0.14  0.063
H -0.82 -2.46 -0.07  0.050

Output
Relative energy (zero: lowest compared OMol25 entry of this formula, charge and spin) in kcal per mole: 117.1
E_tot in hartree: -412.02229
Kohn-Sham gap in eV: 7.49

Entry 3:
Molecular formula: C3H6N4O
Method: DFT, wB97M-V/def2-TZVPD

Each line ends with the Löwdin charge.
Geometry (Å):
C 1.85 -0.95 2.25  -0.006
N 0.84 -0.17 1.70  0.010
N 1.43 0.04 0.24  -0.012
C 0.66 0.17 -0.74  -0.228
N -0.82 0.14 -1.06  -0.142
N -1.05 1.21 -2.10  0.021
C -1.64 -0.29 0.02  -0.203
O -2.92 0.12 -0.01  -0.091
H 1.57 -1.16 3.19  -0.005
H 2.90 -1.34 2.01  0.100
H 1.38 0.15 -1.77  0.167
H -1.23 2.31 -1.79  0.154
H -1.98 0.91 -2.48  0.082
H -0.99 -1.15 0.54  0.154

Output
Relative energy (zero: lowest compared OMol25 entry of this formula, charge and spin) in kcal per mole: 163.6
E_tot in hartree: -411.94826
Kohn-Sham gap in eV: 10.02
Structure (SMILES): C=N/N=C\N(N)C=O

Entry 4:
Molecular formula: C3H6N4O
Method: DFT, wB97M-V/def2-TZVPD

Each line ends with the Löwdin charge.
Geometry (Å):
C 2.51 -0.39 -0.34  -0.065
N 1.19 -0.23 -0.14  -0.068
N 0.67 0.96 0.43  0.053
C -0.63 1.29 -0.01  -0.602
O -0.98 2.42 0.14  0.094
N -1.43 0.53 -0.65  0.035
N -1.94 -0.73 -0.48  0.007
C -1.65 -1.49 0.60  0.020
H 3.39 0.37 -0.25  0.077
H 2.76 -1.67 -0.47  0.137
H 1.30 1.73 0.64  0.141
H -2.15 0.89 -1.17  0.117
H -0.77 -1.30 1.01  -0.010
H -2.27 -2.39 0.69  0.063

Output
Relative energy (zero: lowest compared OMol25 entry of this formula, charge and spin) in kcal per mole: 126.9
E_tot in hartree: -412.00679
Kohn-Sham gap in eV: 9.78
Structure (SMILES): C=NNC(=O)NN=C

Entry 5:
Molecular formula: C3H6N4O
Method: DFT, wB97M-V/def2-TZVPD

Each line ends with the Löwdin charge.
Geometry (Å):
H 1.24 -0.75 2.62  0.121
N 1.15 -0.67 1.52  0.156
C 0.20 0.06 1.35  -0.559
N -0.69 0.72 2.06  0.125
C -1.61 1.12 1.14  -0.136
N -1.35 1.07 -0.18  0.113
N 0.15 0.51 -0.14  0.058
O -0.08 -0.54 -1.04  -0.204
C 0.94 -1.07 -1.74  -0.220
H -2.42 1.62 1.50  0.094
H -1.65 1.84 -0.73  0.125
H 2.01 -1.51 -1.38  0.104
H 1.52 -0.38 -2.47  0.072
H 0.58 -2.03 -2.52  0.151

Output
Relative energy (zero: lowest compared OMol25 entry of this formula, charge and spin) in kcal per mole: 151.8
E_tot in hartree: -411.96710
Kohn-Sham gap in eV: 9.68
Structure (SMILES): [H]/N=c1\nc[nH]n1OC

Entry 6:
Molecular formula: C3H6N4O
Method: DFT, wB97M-V/def2-TZVPD

Each line ends with the Löwdin charge.
Geometry (Å):
C -0.80 0.26 0.26  -0.478
C -1.39 -1.01 -0.20  -0.187
C 0.54 -0.16 0.06  -0.397
H -0.66 2.51 -0.03  0.232
H -2.52 1.09 -0.92  0.230
H -0.90 0.54 1.28  0.138
H -2.45 -1.30 0.00  0.122
H 2.06 1.01 1.00  0.161
H 2.55 -1.21 0.34  0.302
N -1.10 1.28 -0.74  -0.016
N -0.55 -1.94 -0.24  0.058
N 0.79 -1.41 -0.29  0.062
N 1.71 0.56 0.11  -0.067
O 2.71 -0.21 -0.64  -0.162

Output
Relative energy (zero: lowest compared OMol25 entry of this formula, charge and spin) in kcal per mole: 264.9
E_tot in hartree: -411.78679
Kohn-Sham gap in eV: 8.38

Entry 7:
Molecular formula: C3H6N4O
Method: DFT, wB97M-V/def2-TZVPD

Each line ends with the Löwdin charge.
Geometry (Å):
C 1.16 -0.52 2.57  -0.112
N 0.45 -1.28 1.61  -0.024
N -0.28 -0.80 0.79  -0.005
N -1.43 -0.95 0.49  -0.076
O -2.15 -0.87 -0.50  -0.046
H 2.26 -0.47 2.49  0.074
H 0.99 0.54 2.57  0.062
H 0.89 -1.11 3.53  0.116
C -0.26 0.78 -2.67  -0.075
C -0.57 1.26 -1.39  -0.324
N -0.62 1.75 -0.37  0.157
H -0.94 1.01 -3.46  0.083
H 0.71 0.94 -3.12  0.086
H -0.21 -0.30 -2.53  0.084

Output
Relative energy (zero: lowest compared OMol25 entry of this formula, charge and spin) in kcal per mole: 163.7
E_tot in hartree: -411.94809
Kohn-Sham gap in eV: 8.39
Structure (SMILES): C/N=N/N=O.CC#N

Entry 8:
Molecular formula: C3H6N4O2
Method: DFT, wB97M-V/def2-TZVPD

Each line ends with the Löwdin charge.
Geometry (Å):
N 1.30 1.44 -0.73  0.087
C 1.44 0.53 0.26  -0.233
C 0.50 -0.31 0.66  -0.208
N -0.80 0.01 0.31  0.047
C -1.84 -0.65 0.48  -0.354
O -1.96 -1.85 0.98  0.070
H 1.95 2.12 -0.80  0.040
H 0.37 1.75 -0.85  0.021
H 2.53 0.41 0.74  0.150
H 0.82 -1.15 1.38  0.124
H -2.70 -0.14 0.19  0.063
H -2.85 -2.10 1.34  0.142
N -3.01 0.96 -1.71  0.245
N -2.06 1.51 -1.85  -0.278
O -1.20 2.29 -1.97  0.085

Output
Relative energy (zero: lowest compared OMol25 entry of this formula, charge and spin) in kcal per mole: 94.8
E_tot in hartree: -487.30183
Kohn-Sham gap in eV: 8.06
Structure (SMILES): N/C=C\N=C/O.N#[N+][O-]